Record 1
The following is a quantum chemistry calculation of the molecule C4H7NO, from OMol25.

```
13
Properties=species:S:1:pos:R:3:mulliken_charge:R:1
O -0.3292 -1.7941 1.2110 -0.532
N 1.4398 0.2568 -0.4816 -0.603
C 0.2244 -0.4567 -0.9051 -0.189
C -0.6387 -0.7638 0.3185 -0.107
C -0.5341 0.7348 0.7436 -0.821
C 0.1709 0.9906 -0.5858 -0.057
H 0.1867 -0.9533 -1.8698 0.415
H 0.2988 -1.4648 1.8590 0.306
H 0.1224 0.9298 1.5992 0.321
H 1.9796 0.4441 -1.3266 0.256
H 0.0399 1.8307 -1.2601 0.434
H -1.4977 1.2249 0.8937 0.251
H -1.6538 -0.9660 -0.0366 0.326
```

Properties
Calculated total energy in eV: -7796.8928
SMILES: O[C@H]1C[C@H]2N[C@@H]12
ΔE to the lowest compared entry with this formula, charge and spin in kJ/mol: 265.49
E_LUMO in eV: 1.1
HOMO-LUMO gap in eV: 10.3


Record 2
The following is a quantum chemistry calculation of the molecule C4H7NO in a non-equilibrium geometry, from OMol25.

```
13
Properties=species:S:1:pos:R:3:mulliken_charge:R:1
O -0.3886 -1.0826 0.3309 -0.227
N -1.3340 -0.6097 -0.3412 -0.332
C 0.0950 1.2479 0.3275 -0.599
C 0.5782 -0.1146 0.5726 0.254
C 1.7154 -0.1937 -0.4584 -1.506
C -1.2547 0.6428 -0.3208 -0.406
H 2.3326 0.6233 -0.5337 0.450
H 0.7516 1.6188 -0.6250 0.249
H 0.0962 1.8043 1.1507 0.422
H 1.2104 -0.2885 -1.4841 0.319
H 2.5007 -0.9319 -0.4095 0.334
H 0.7743 -0.5272 1.5202 0.434
H -2.0230 1.1351 -0.6031 0.608
```

Properties
Calculated total energy in eV: -7794.4825
SMILES: C[C@H]1CC=NO1
ΔE to the lowest compared entry with this formula, charge and spin in kJ/mol: 498.05
E_LUMO in eV: 1.0
HOMO-LUMO gap in eV: 10.1


Record 3
The following is a quantum chemistry calculation of the molecule C4H7NO in a non-equilibrium geometry, from OMol25.

```
13
Properties=species:S:1:pos:R:3:mulliken_charge:R:1
O 2.1210 -0.2230 -1.5238 -0.283
N 0.9692 -0.0574 -1.7287 0.020
C 0.5282 -0.7340 0.9478 -0.709
C -0.0209 0.0149 -0.2068 0.973
C 0.5417 0.7665 0.9444 -0.740
C -1.4326 0.0382 -0.7039 -1.317
H 1.4922 1.2662 0.8316 0.258
H -0.1555 1.3021 1.5747 0.267
H -1.4169 0.1098 -1.7917 0.413
H -1.9792 0.8936 -0.3168 0.309
H -0.1625 -1.2620 1.5914 0.261
H -1.9612 -0.8746 -0.4360 0.286
H 1.4766 -1.2403 0.8178 0.261
```

Properties
Calculated total energy in eV: -7795.2995
SMILES: CC1(N=O)CC1
ΔE to the lowest compared entry with this formula, charge and spin in kJ/mol: 419.22
E_LUMO in eV: 0.2
HOMO-LUMO gap in eV: 8.7


Record 4
The following is a quantum chemistry calculation of a structure of composition C4H7NO, from OMol25.

```
13
Properties=species:S:1:pos:R:3:mulliken_charge:R:1
O 0.2254 1.6455 -1.0370 -0.647
N 1.4609 -0.8548 -0.8507 -0.522
C 0.3847 0.6716 -0.3178 0.887
C -1.9984 0.0718 0.1818 -1.178
C -0.5416 -0.2171 0.2506 -0.207
C 1.8980 0.1110 0.0134 -0.434
H 1.2198 -1.7109 -0.3487 0.267
H -2.2077 0.6622 -0.7139 0.306
H -2.3160 0.6596 1.0540 0.288
H 2.1237 -0.1091 1.0624 0.277
H 2.5288 0.8841 -0.4312 0.321
H -0.1910 -0.9617 0.9608 0.300
H -2.5864 -0.8523 0.1763 0.343
```

Properties
Calculated total energy in eV: -7795.3849
ΔE to the lowest compared entry with this formula, charge and spin in kJ/mol: 410.98
E_LUMO (alpha / beta) in eV: -0.8 / -0.7
HOMO-LUMO gap (alpha / beta) in eV: 7.8 / 8.0


Record 5
The following is a quantum chemistry calculation of the molecule C4H7NO, from OMol25.

```
13
Properties=species:S:1:pos:R:3:mulliken_charge:R:1
O -1.6587 -2.1140 0.0178 -0.481
N -0.3240 -0.3412 0.7495 -0.375
C -1.2466 -1.4019 0.9001 0.115
C 0.3194 1.7384 -0.5302 -1.306
C 0.9329 -0.7305 0.0918 -0.634
C 0.0296 0.2563 -0.5361 0.421
H 1.7505 -0.4531 0.7441 0.247
H -0.5624 -0.1167 -1.3734 0.418
H 0.7486 2.0488 -1.4908 0.338
H 1.0419 -1.6765 -0.4524 0.295
H 1.0326 1.9928 0.2605 0.314
H -1.4614 -1.5042 1.9811 0.369
H -0.6023 2.3017 -0.3618 0.278
```

Properties
Calculated total energy in eV: -7797.5713
SMILES: C[C@H]1CN1C=O
ΔE to the lowest compared entry with this formula, charge and spin in kJ/mol: 200.02
E_LUMO in eV: 1.1
HOMO-LUMO gap in eV: 10.9


Record 6
The following is a quantum chemistry calculation of the molecule C4H7NO, from OMol25.

```
13
Properties=species:S:1:pos:R:3:mulliken_charge:R:1
O 1.7294 -0.2285 1.9249 -0.479
N -0.1041 -0.7415 0.5637 -0.407
C 1.0424 -1.0248 1.3331 0.092
C -0.8407 0.4942 0.8598 -0.438
C 0.0558 0.4494 -0.3031 0.249
C -0.3574 0.2286 -1.7312 -1.306
H -1.9182 0.4073 0.7350 0.238
H 1.2627 -2.1045 1.3185 0.386
H -1.2814 -0.3555 -1.7722 0.342
H -0.5198 1.0764 1.7204 0.293
H -0.4928 1.1711 -2.2726 0.337
H 0.4287 -0.3459 -2.2345 0.270
H 0.9953 0.9738 -0.1418 0.424
```

Properties
Calculated total energy in eV: -7797.7470
SMILES: C[C@H]1CN1C=O
ΔE to the lowest compared entry with this formula, charge and spin in kJ/mol: 183.07
E_LUMO in eV: 1.1
HOMO-LUMO gap in eV: 11.1